#1
{"formula": "C3H9NO4", "method": "ωB97M-V/def2-TZVPD", "smiles": "O=C(O)NCCO.O", "homo_lumo_gap_ev": 10.5285, "species": ["C", "C", "O", "N", "C", "O", "O", "H", "H", "H", "H", "H", "H", "H", "H", "H", "O"], "positions_angstrom": [[0.83, 0.61, -0.80], [-0.41, 0.87, -1.50], [-0.28, 1.88, -2.49], [0.53, -0.14, 0.49], [0.42, -1.49, 0.46], [0.83, -2.26, -0.59], [-0.33, -2.06, 1.26], [1.57, 0.00, -1.39], [1.26, 1.61, -0.62], [-0.69, 0.05, -2.07], [-1.17, 1.12, -0.72], [-0.70, 2.67, -2.22], [0.21, 0.40, 1.36], [1.46, -1.82, -1.20], [-0.93, -0.13, 4.05], [-1.21, -1.09, 2.73], [-1.40, -0.21, 3.26]], "mulliken_charge": [-0.585, -0.291, -0.519, -0.108, 0.653, -0.428, -0.666, 0.153, 0.288, 0.251, 0.331, 0.308, 0.298, 0.301, 0.290, 0.405, -0.681]}

=====

#2
{"formula": "C3H9NO4", "method": "ωB97M-V/def2-TZVPD", "smiles": "C/N=C/O.OC(O)O", "homo_lumo_gap_ev": 10.4238, "species": ["C", "C", "C", "N", "O", "O", "O", "O", "H", "H", "H", "H", "H", "H", "H", "H", "H"], "positions_angstrom": [[1.55, 0.37, -0.54], [-0.84, -0.24, 1.13], [-2.54, 0.10, -0.39], [-1.48, -0.75, 0.12], [1.99, 0.79, 0.72], [2.03, -0.92, -0.77], [2.02, 1.26, -1.50], [-0.14, -1.07, 1.91], [2.24, -0.04, 1.16], [1.58, -1.25, -1.57], [2.79, 1.67, -1.08], [-0.19, -1.95, 1.51], [-0.88, 0.79, 1.51], [0.37, 0.28, -0.59], [-2.30, 1.17, -0.34], [-2.72, -0.15, -1.44], [-3.48, -0.07, 0.15]], "mulliken_charge": [0.688, 0.161, -0.752, -0.579, -0.536, -0.553, -0.529, -0.439, 0.322, 0.337, 0.307, 0.343, 0.373, -0.016, 0.299, 0.249, 0.326]}

=====

Which one sits at the top of the stability order? #1 does.